13
Properties=species:S:1:pos:R:3 method="wB97M-V/def2-TZVPD" homo_lumo_gap_ha="0.2678 / 0.1248" charge=+1 de_lowest_kcal_mol=42.74 multiplicity=2 s2=0.756
C 0.145 -0.665 2.785
C -0.716 -0.193 1.816
O -1.760 -0.772 1.335
H 1.102 -0.174 2.919
H -0.012 -1.547 3.397
H -0.472 0.681 1.218
H -2.432 -1.250 1.871
C 1.307 0.562 -2.339
N 0.029 0.789 -2.789
O 2.249 0.580 -3.085
H 1.374 0.303 -1.265
H -0.100 1.015 -3.755
H -0.714 0.673 -2.108